[1]
C4H5NO in the gas phase. Source: the Open Molecules 2025 dataset; level of theory: ωB97M-V/def2-TZVPD.

The HOMO energy (alpha / beta) comes out at -8.761 / -8.803 eV. Its gap between HOMO and LUMO (alpha / beta) is 7.705 / 7.647 eV. As for the LUMO energy (alpha / beta): -1.06 / -1.16 eV. Its relative energy (zero: lowest compared OMol25 entry of this formula, charge and spin) is 99.1 kcal per mole. As for the charge: 0.

Last columns: bonded neighbours and bond lengths (Å).
Geometry (Å):
1 N -1.641 0.828 -0.637  C2 1.365, H7 1.009, H8 1.010
2 C -0.513 0.081 -0.453  N1 1.365, C3 1.401, C6 1.393
3 C -0.143 -0.950 -1.327  C2 1.401, H9 1.097
4 O 2.241 -0.969 0.089  C5 1.223
5 C 1.576 -0.313 0.880  O4 1.223, C6 1.446, H10 1.109
6 C 0.184 0.055 0.753  C2 1.393, C5 1.446, H11 1.090
7 H -2.290 0.490 -1.331  N1 1.009
8 H -2.056 1.252 0.181  N1 1.010
9 H 0.919 -0.956 -1.600  C3 1.097
10 H 2.056 0.092 1.794  C5 1.109
11 H -0.332 0.390 1.653  C6 1.090

Atom charges from the Löwdin analysis, given in e for atoms 1 to 2: atom 1 (N): 0.11, atom 2 (C): -0.48

[2]
A 3-piece molecular cluster, C4H5NO overall. Source: the Open Molecules 2025 dataset; level of theory: ωB97M-V/def2-TZVPD.

The HOMO energy (alpha / beta) comes out at -9.107 / -9.107 eV. Its gap between HOMO and LUMO (alpha / beta) is 8.378 / 8.377 eV. As for the LUMO energy (alpha / beta): -0.73 / -0.73 eV. Its relative energy (zero: lowest compared OMol25 entry of this formula, charge and spin) is 159.1 kcal per mole. As for the charge: 0.

Last columns: bonded neighbours and bond lengths (Å).
Geometry (Å):
1 C -0.833 -0.735 0.130  C2 1.394, H7 1.085, H8 1.090
2 C 0.184 0.095 -0.340  C1 1.394, N3 1.370, C5 1.434
3 N -0.106 1.356 -0.790  C2 1.370, O4 1.256
4 O -1.329 1.631 -0.847  N3 1.256
5 C 1.570 -0.198 -0.121  C2 1.434, C6 1.210
6 C 2.734 -0.491 0.031  C5 1.210, H11 1.066
7 H -1.744 -0.850 -0.448  C1 1.085
8 H -0.599 -1.529 0.838  C1 1.090
9 H -1.733 0.392 0.934  no bonds
10 H -1.906 1.066 0.452  no bonds
11 H 3.763 -0.737 0.161  C6 1.066

Atom charges from the Löwdin analysis, given in e for atoms 1 to 2: atom 1 (C): 0.05, atom 2 (C): -0.39

[3]
C4H5NO in the gas phase. Source: the Open Molecules 2025 dataset; level of theory: ωB97M-V/def2-TZVPD.

The HOMO energy (alpha / beta) comes out at -10.745 / -9.248 eV. Its gap between HOMO and LUMO (alpha / beta) is 9.592 / 6.981 eV. As for the LUMO energy (alpha / beta): -1.15 / -2.27 eV. Its relative energy (zero: lowest compared OMol25 entry of this formula, charge and spin) is 111.0 kcal per mole. As for the charge: 0.

Last columns: bonded neighbours and bond lengths (Å).
Geometry (Å):
1 N 2.742 -1.008 0.095  C2 1.158
2 C 1.826 -0.302 0.143  N1 1.158, C3 1.501
3 C 0.694 0.679 0.238  C2 1.501, C4 1.645, O6 1.314, H7 1.104
4 C -0.593 0.180 -0.658  C3 1.645, C5 1.428, H8 1.096, H9 1.101
5 C -1.234 -0.741 0.226  C4 1.428, H10 1.092, H11 1.084
6 O 0.133 0.808 1.418  C3 1.314
7 H 1.050 1.600 -0.257  C3 1.104
8 H -1.095 1.153 -0.611  C4 1.096
9 H -0.589 -0.142 -1.710  C4 1.101
10 H -2.112 -1.304 -0.097  C5 1.092
11 H -0.823 -0.923 1.212  C5 1.084

Atom charges from the Löwdin analysis, given in e for atoms 1 to 2: atom 1 (N): 0.14, atom 2 (C): -0.16

[4]
C4H5NO in the gas phase. Source: the Open Molecules 2025 dataset; level of theory: ωB97M-V/def2-TZVPD.

The HOMO energy comes out at -10.678 eV. Its gap between HOMO and LUMO is 11.113 eV. As for the LUMO energy: 0.44 eV. Its relative energy (zero: lowest compared OMol25 entry of this formula, charge and spin) is 17.2 kcal per mole. Its structure (SMILES) is C[C@H](C#N)C=O. As for the charge: 0.

Last columns: bonded neighbours and bond lengths (Å).
Geometry (Å):
1 C 1.066 -0.651 -0.373  C2 1.533, H7 1.092, H8 1.094, H9 1.093
2 C 0.056 0.289 0.297  C1 1.533, C3 1.471, C5 1.537, H10 1.100
3 C -0.566 -0.135 1.560  C2 1.471, N4 1.158
4 N -1.127 -0.350 2.550  C3 1.158
5 C -1.049 0.651 -0.708  C2 1.537, O6 1.203, H11 1.108
6 O -0.855 0.627 -1.895  C5 1.203
7 H 1.933 -0.849 0.261  C1 1.092
8 H 0.601 -1.596 -0.667  C1 1.094
9 H 1.400 -0.155 -1.289  C1 1.093
10 H 0.570 1.230 0.544  C2 1.100
11 H -2.029 0.939 -0.280  C5 1.108

Atom charges from the Löwdin analysis, given in e for atoms 1 to 2: atom 1 (C): -0.05, atom 2 (C): -0.31

[5]
A 3-piece molecular cluster, C4H5NO overall. Source: the Open Molecules 2025 dataset; level of theory: ωB97M-V/def2-TZVPD.

The HOMO energy comes out at -10.685 eV. Its gap between HOMO and LUMO is 10.931 eV. As for the LUMO energy: 0.25 eV. Its relative energy (zero: lowest compared OMol25 entry of this formula, charge and spin) is 52.5 kcal per mole. As for the charge: 0.

Last columns: bonded neighbours and bond lengths (Å).
Geometry (Å):
1 C 1.670 -0.580 0.218  C2 1.332, H7 1.086, H9 1.085
2 C 0.535 -0.814 -0.437  C1 1.332, C5 1.438, H10 1.086
3 C -2.506 -0.279 0.838  O4 1.136
4 O -2.041 -0.409 1.866  C3 1.136
5 C 0.140 -0.043 -1.585  C2 1.438, N6 1.158
6 N -0.189 0.581 -2.504  C5 1.158
7 H 2.358 0.200 -0.094  C1 1.086
8 H -0.653 2.078 0.664  H11 0.744
9 H 1.938 -1.171 1.088  C1 1.085
10 H -0.153 -1.595 -0.127  C2 1.086
11 H -1.100 2.032 0.071  H8 0.744

Atom charges from the Löwdin analysis, given in e for atoms 1 to 2: atom 1 (C): 0.04, atom 2 (C): -0.20

[6]
C4H5NO in the gas phase. Source: the Open Molecules 2025 dataset; level of theory: ωB97M-V/def2-TZVPD.

The HOMO energy comes out at -10.644 eV. Its gap between HOMO and LUMO is 11.280 eV. As for the LUMO energy: 0.64 eV. Its relative energy (zero: lowest compared OMol25 entry of this formula, charge and spin) is 16.5 kcal per mole. Its structure (SMILES) is C[C@H](C#N)C=O. As for the charge: 0.

Last columns: bonded neighbours and bond lengths (Å).
Geometry (Å):
1 C 0.099 0.594 1.158  C2 1.529, H7 1.094, H8 1.092, H9 1.092
2 C -0.415 0.014 -0.159  C1 1.529, C3 1.469, C5 1.533, H10 1.100
3 C -0.611 -1.439 -0.064  C2 1.469, N4 1.157
4 N -0.649 -2.594 -0.024  C3 1.157
5 C 0.529 0.207 -1.352  C2 1.533, O6 1.201, H11 1.109
6 O 1.555 0.831 -1.299  C5 1.201
7 H -0.680 0.527 1.923  C1 1.094
8 H 0.973 0.038 1.504  C1 1.092
9 H 0.385 1.641 1.032  C1 1.092
10 H -1.372 0.479 -0.441  C2 1.100
11 H 0.188 -0.297 -2.279  C5 1.109

Atom charges from the Löwdin analysis, given in e for atoms 1 to 2: atom 1 (C): -0.05, atom 2 (C): -0.32

[7]
C4H5NO in the gas phase. Source: the Open Molecules 2025 dataset; level of theory: ωB97M-V/def2-TZVPD.

The HOMO energy comes out at -10.586 eV. Its gap between HOMO and LUMO is 11.424 eV. As for the LUMO energy: 0.84 eV. Its relative energy (zero: lowest compared OMol25 entry of this formula, charge and spin) is 55.6 kcal per mole. Its structure (SMILES) is C[C@H]1O[C@H]1C#N. As for the charge: 0.

Last columns: bonded neighbours and bond lengths (Å).
Geometry (Å):
1 C 0.667 -0.576 0.961  C2 1.471, H7 1.084, H8 1.090, H9 1.094
2 C -0.549 0.146 0.557  C1 1.471, O3 1.404, C4 1.493, H10 1.118
3 O -0.400 1.459 0.084  C2 1.404, C4 1.405
4 C -0.764 0.501 -0.877  C2 1.493, O3 1.405, C5 1.466, H11 1.071
5 C 0.213 0.160 -1.915  C4 1.466, N6 1.161
6 N 0.997 -0.114 -2.726  C5 1.161
7 H 0.994 -0.128 1.892  C1 1.084
8 H 0.427 -1.627 1.126  C1 1.090
9 H 1.446 -0.480 0.200  C1 1.094
10 H -1.442 0.016 1.217  C2 1.118
11 H -1.792 0.212 -0.796  C4 1.071

Atom charges from the Löwdin analysis, given in e for atoms 1 to 2: atom 1 (C): -0.04, atom 2 (C): -0.33

[8]
C4H5NO in the gas phase. Source: the Open Molecules 2025 dataset; level of theory: ωB97M-V/def2-TZVPD.

The HOMO energy comes out at -9.227 eV. Its gap between HOMO and LUMO is 9.298 eV. As for the LUMO energy: 0.07 eV. Its relative energy (zero: lowest compared OMol25 entry of this formula, charge and spin) is 139.6 kcal per mole. As for the charge: 0.

Last columns: bonded neighbours and bond lengths (Å).
Geometry (Å):
1 C 1.222 -0.820 -0.309  C2 1.489, H7 1.094, H8 1.092, H9 1.098
2 C -0.147 -0.624 0.243  C1 1.489, C5 1.412, H10 1.085
3 C -0.504 1.737 0.820  O4 1.285, H11 1.105
4 O -1.385 1.509 -0.087  C3 1.285, C5 1.517
5 C -1.192 0.045 -0.432  C2 1.412, O4 1.517, N6 1.211
6 N -1.678 -0.799 -1.152  C5 1.211
7 H 1.352 -1.864 -0.608  C1 1.094
8 H 1.419 -0.172 -1.166  C1 1.092
9 H 1.968 -0.613 0.469  C1 1.098
10 H -0.416 -1.198 1.124  C2 1.085
11 H -0.638 2.797 1.099  C3 1.105

Atom charges from the Löwdin analysis, given in e for atoms 1 to 2: atom 1 (C): -0.08, atom 2 (C): -0.08

[9]
C4H5NO in the gas phase. Source: the Open Molecules 2025 dataset; level of theory: ωB97M-V/def2-TZVPD.

The HOMO energy comes out at -8.815 eV. Its gap between HOMO and LUMO is 9.587 eV. As for the LUMO energy: 0.77 eV. Its relative energy (zero: lowest compared OMol25 entry of this formula, charge and spin) is 112.7 kcal per mole. As for the charge: 0.

Last columns: bonded neighbours and bond lengths (Å).
Geometry (Å):
1 O -0.805 0.927 -1.167  C2 1.377, C5 1.531
2 C -0.660 -0.402 -0.842  O1 1.377, C3 1.552, C5 1.621, N6 1.804, H7 1.090
3 C -0.400 -0.467 0.687  C2 1.552, C4 1.567, H8 1.091, H9 1.092
4 C 0.681 0.667 0.674  C3 1.567, C5 1.516, H10 1.089, H11 1.087
5 C 0.644 0.561 -0.838  O1 1.531, C2 1.621, C4 1.516, N6 1.258
6 N 1.010 -0.428 -1.524  C2 1.804, C5 1.258
7 H -1.181 -1.169 -1.415  C2 1.090
8 H 0.031 -1.425 0.979  C3 1.091
9 H -1.293 -0.259 1.280  C3 1.092
10 H 1.638 0.373 1.103  C4 1.089
11 H 0.336 1.623 1.061  C4 1.087

Atom charges from the Löwdin analysis, given in e for atoms 1 to 2: atom 1 (O): 0.00, atom 2 (C): -0.24

[10]
C4H5NO in the gas phase. Source: the Open Molecules 2025 dataset; level of theory: ωB97M-V/def2-TZVPD.

The HOMO energy (alpha / beta) comes out at -9.151 / -9.350 eV. Its gap between HOMO and LUMO (alpha / beta) is 8.769 / 8.974 eV. As for the LUMO energy (alpha / beta): -0.38 / -0.38 eV. Its relative energy (zero: lowest compared OMol25 entry of this formula, charge and spin) is 109.5 kcal per mole. As for the charge: 0.

Last columns: bonded neighbours and bond lengths (Å).
Geometry (Å):
1 O 2.408 -0.775 0.034  C2 1.192
2 C 1.326 -0.279 0.079  O1 1.192, C3 1.623, C6 1.578
3 C 0.486 0.795 0.960  C2 1.623, N4 1.457, H7 1.106, H8 1.103
4 N -0.604 -0.172 0.953  C3 1.457, C6 1.446
5 C -1.151 -0.088 -0.994  C6 1.447, H9 1.078, H10 1.103
6 C -0.125 -0.798 -0.259  C2 1.578, N4 1.446, C5 1.447, H11 1.088
7 H 0.695 1.259 1.942  C3 1.106
8 H 0.374 1.597 0.210  C3 1.103
9 H -1.331 0.973 -0.932  C5 1.078
10 H -1.810 -0.637 -1.686  C5 1.103
11 H -0.267 -1.876 -0.307  C6 1.088

Atom charges from the Löwdin analysis, given in e for atoms 1 to 2: atom 1 (O): 0.12, atom 2 (C): -0.26

[11]
C4H5NO in the gas phase. Source: the Open Molecules 2025 dataset; level of theory: ωB97M-V/def2-TZVPD.

The HOMO energy comes out at -9.637 eV. Its gap between HOMO and LUMO is 9.372 eV. As for the LUMO energy: -0.26 eV. Its relative energy (zero: lowest compared OMol25 entry of this formula, charge and spin) is 90.8 kcal per mole. As for the charge: 0.

Last columns: bonded neighbours and bond lengths (Å).
Geometry (Å):
1 C 1.995 0.115 0.269  C2 1.502, H7 1.090, H8 1.095, H9 1.094
2 C 0.551 -0.267 0.103  C1 1.502, N3 1.419, O6 1.216
3 N -0.300 0.841 -0.140  C2 1.419, C4 1.277
4 C -1.483 0.389 -0.306  N3 1.277, C5 1.321, H10 1.168
5 C -2.376 -0.541 -0.591  C4 1.321, H11 1.089
6 O 0.145 -1.412 0.169  C2 1.216
7 H 2.593 -0.781 0.435  C1 1.090
8 H 2.100 0.806 1.112  C1 1.095
9 H 2.332 0.644 -0.627  C1 1.094
10 H -2.413 1.055 -0.538  C4 1.168
11 H -3.140 -0.853 0.120  C5 1.089

Atom charges from the Löwdin analysis, given in e for atoms 1 to 2: atom 1 (C): -0.01, atom 2 (C): -0.52

[12]
C4H5NO in the gas phase. Source: the Open Molecules 2025 dataset; level of theory: ωB97M-V/def2-TZVPD.

The HOMO energy comes out at -9.857 eV. Its gap between HOMO and LUMO is 10.608 eV. As for the LUMO energy: 0.75 eV. Its relative energy (zero: lowest compared OMol25 entry of this formula, charge and spin) is 39.3 kcal per mole. Its structure (SMILES) is C#CCC(N)=O. As for the charge: 0.

Last columns: bonded neighbours and bond lengths (Å).
Geometry (Å):
1 C 2.214 0.425 -0.351  C2 1.206, H7 1.057
2 C 1.309 -0.305 -0.029  C1 1.206, C3 1.448
3 C 0.076 -1.059 -0.111  C2 1.448, C4 1.554, H8 1.092, H9 1.098
4 C -1.190 -0.261 0.308  C3 1.554, N5 1.361, O6 1.216
5 N -1.115 1.093 0.202  C4 1.361, H10 1.010, H11 1.007
6 O -2.167 -0.829 0.759  C4 1.216
7 H 3.054 1.053 -0.219  C1 1.057
8 H 0.013 -2.031 0.381  C3 1.092
9 H 0.253 -1.294 -1.169  C3 1.098
10 H -1.954 1.626 0.384  N5 1.010
11 H -0.334 1.550 -0.239  N5 1.007

Atom charges from the Löwdin analysis, given in e for atoms 1 to 2: atom 1 (C): 0.11, atom 2 (C): -0.16

Repeat the eleventh record exactly.
C4H5NO in the gas phase. Source: the Open Molecules 2025 dataset; level of theory: ωB97M-V/def2-TZVPD.

The HOMO energy comes out at -9.637 eV. Its gap between HOMO and LUMO is 9.372 eV. As for the LUMO energy: -0.26 eV. Its relative energy (zero: lowest compared OMol25 entry of this formula, charge and spin) is 90.8 kcal per mole. As for the charge: 0.

Last columns: bonded neighbours and bond lengths (Å).
Geometry (Å):
1 C 1.995 0.115 0.269  C2 1.502, H7 1.090, H8 1.095, H9 1.094
2 C 0.551 -0.267 0.103  C1 1.502, N3 1.419, O6 1.216
3 N -0.300 0.841 -0.140  C2 1.419, C4 1.277
4 C -1.483 0.389 -0.306  N3 1.277, C5 1.321, H10 1.168
5 C -2.376 -0.541 -0.591  C4 1.321, H11 1.089
6 O 0.145 -1.412 0.169  C2 1.216
7 H 2.593 -0.781 0.435  C1 1.090
8 H 2.100 0.806 1.112  C1 1.095
9 H 2.332 0.644 -0.627  C1 1.094
10 H -2.413 1.055 -0.538  C4 1.168
11 H -3.140 -0.853 0.120  C5 1.089

Atom charges from the Löwdin analysis, given in e for atoms 1 to 2: atom 1 (C): -0.01, atom 2 (C): -0.52

- Which of these has the lowest relative energy (zero: lowest compared OMol25 entry of this formula, charge and spin)?
  number 6

- What is the charge in the eighth record?
  0

- Which value of charge does entry 1 give?
  0